9
Properties=species:S:1:pos:R:3 method="wB97M-V/def2-TZVPD" e_homo_ev=-13.07 spin_multiplicity=1 charge=+1
C -0.378 0.184 -0.031
N -0.241 1.436 -0.140
N 0.714 -0.480 0.336
P 3.215 3.506 1.562
S 1.494 3.328 0.962
H -1.212 -0.481 -0.455
H -1.141 1.959 -0.197
H 0.849 -1.446 0.011
H 1.433 0.055 0.877

---

8
Properties=species:S:1:pos:R:3 method="wB97M-V/def2-TZVPD" e_homo_ev=-9.25 smiles="N=C=S.N" spin_multiplicity=1
N 1.178 0.621 -0.111
C 2.186 0.004 -0.096
S 3.713 -0.301 -0.065
H 0.193 0.552 -0.046
N -1.667 -0.170 -0.151
H -2.197 -1.031 -0.201
H -1.092 -0.287 0.675
H -2.315 0.612 -0.006

---

8
Properties=species:S:1:pos:R:3 method="wB97M-V/def2-TZVPD" e_homo_ev=-9.26 spin_multiplicity=1
H 0.653 -0.032 -1.736
N 0.715 -0.993 -1.162
C 0.081 -1.078 -0.120
N -0.230 0.049 0.561
S -0.712 1.639 0.063
H -0.164 -2.069 0.456
H -0.703 -0.026 1.520
H 0.360 2.510 0.420

---

8
Properties=species:S:1:pos:R:3 method="wB97M-V/def2-TZVPD" e_homo_ev=-8.22 smiles="NNC=S" spin_multiplicity=1
N 0.129 0.664 0.404
N -0.685 -0.086 -0.438
C -0.428 -1.314 -0.853
S -1.529 -1.992 -1.785
H 1.027 0.183 0.793
H -0.242 1.002 1.359
H -1.649 0.293 -0.608
H 0.464 -1.833 -0.349

---

9
Properties=species:S:1:pos:R:3 method="wB97M-V/def2-TZVPD" e_homo_ev="-8.94 / -8.01" spin_multiplicity=1
C -1.369 0.417 -0.271
N -0.663 0.273 0.725
N 1.425 -0.450 0.503
S -2.986 -0.131 -0.452
S 2.416 0.132 -0.559
H -1.018 0.847 -1.202
H -0.911 -0.471 1.371
H 1.258 0.122 1.412
H 1.848 -0.739 -1.526

---

8
Properties=species:S:1:pos:R:3 method="wB97M-V/def2-TZVPD" e_homo_ev="-6.34 / -11.32" s_squared=2.005 spin_multiplicity=3
C -1.026 3.261 -0.208
N -1.240 3.976 -1.058
N 0.457 -0.006 0.915
Si -0.016 -1.092 -0.150
H 1.077 -0.145 1.710
H 0.357 -2.505 -0.486
H -0.816 2.583 0.649
H -1.065 -0.448 -0.824

---

8
Properties=species:S:1:pos:R:3 method="wB97M-V/def2-TZVPD" e_homo_ev=-15.68 smiles="[NH2+]=C1NN1" spin_multiplicity=1 charge=+1
N -0.534 -0.204 1.072
C -0.138 0.134 -0.138
N 0.744 1.078 -0.823
N 0.154 -0.181 -1.379
H -0.234 0.403 1.816
H -1.001 -1.129 1.252
H 1.697 1.271 -0.609
H -0.502 -0.225 -2.143

---

9
Properties=species:S:1:pos:R:3 method="wB97M-V/def2-TZVPD" e_homo_ev="-15.29 / -15.39" spin_multiplicity=1 charge=+1
C 0.677 0.166 0.005
N -1.988 0.768 0.143
N -0.511 -0.822 0.030
N 1.789 -0.460 0.069
O -1.667 -0.418 -0.036
H 0.580 1.197 0.100
H -3.010 0.881 -0.206
H 2.581 0.169 -0.084
H 1.548 -1.481 -0.020

---

10
Properties=species:S:1:pos:R:3 method="wB97M-V/def2-TZVPD" e_homo_ev=-15.95 spin_multiplicity=1 charge=+1
C 1.305 -0.042 0.456
N -1.892 0.428 -0.959
N 1.281 0.969 -0.183
N 1.411 -1.165 1.084
O -1.323 -0.252 -0.128
O -1.382 1.311 -1.605
H -3.052 0.315 -0.929
H 1.075 1.786 -0.698
H 0.518 -1.734 1.142
H 2.059 -1.616 1.820

---

9
Properties=species:S:1:pos:R:3 method="wB97M-V/def2-TZVPD" e_homo_ev=-9.85 smiles=N#CP(N)N spin_multiplicity=1
N -0.247 2.882 -1.600
C -0.551 1.862 -1.193
P -0.809 0.212 -0.825
N 0.922 -0.219 -1.143
N -1.005 0.237 0.820
H 0.933 -1.269 -1.300
H 1.654 0.198 -0.519
H -1.843 -0.149 1.296
H -0.666 0.989 1.517

---

9
Properties=species:S:1:pos:R:3 method="wB97M-V/def2-TZVPD" e_homo_ev=-8.77 smiles="C1N=NNP1" spin_multiplicity=1
C -0.354 -0.342 1.023
N -0.727 -1.255 -0.005
N -0.332 -0.957 -1.149
N 0.431 0.088 -1.194
P 1.109 0.851 0.277
H -1.247 0.255 1.280
H -0.130 -0.828 1.935
H 1.018 0.121 -2.190
H 0.232 2.066 0.023

---

9
Properties=species:S:1:pos:R:3 method="wB97M-V/def2-TZVPD" e_homo_ev=-9.70 spin_multiplicity=1
C 1.368 -0.341 0.374
N -1.435 -1.168 -0.191
N -2.208 -0.357 -0.234
N -3.077 0.445 -0.249
P 2.788 -0.197 -0.557
H 1.258 0.490 0.994
H 0.932 -1.302 0.195
H -2.891 1.457 -0.252
H 3.265 0.972 -0.080

---

9
Properties=species:S:1:pos:R:3 method="wB97M-V/def2-TZVPD" e_homo_ev="-8.09 / -8.09" smiles="[H]/N=N/N=N/C" spin_multiplicity=1
H -0.496 -3.821 -1.871
N 0.057 -2.983 -2.008
N -0.167 -2.034 -1.260
N 0.100 -1.105 -0.606
N -0.569 0.267 -0.588
C -0.194 1.063 0.491
H 0.599 1.727 0.214
H -0.088 0.379 1.289
H -1.023 1.748 0.814

---

10
Properties=species:S:1:pos:R:3 method="wB97M-V/def2-TZVPD" e_homo_ev=-9.33 spin_multiplicity=1
H 1.015 2.042 -0.280
N 0.036 1.846 -0.111
N -0.163 0.748 0.286
C 0.818 -0.229 0.243
O 0.397 -1.364 -0.406
H 1.760 0.140 -0.310
H 0.973 -0.599 1.317
H -0.262 -1.030 -0.997
N -2.437 -1.076 -0.303
N -2.136 -0.477 0.560

---

10
Properties=species:S:1:pos:R:3 method="wB97M-V/def2-TZVPD" e_homo_ev=-9.81 spin_multiplicity=1
C -1.088 -0.210 -0.476
N 2.227 -0.015 0.182
N 1.445 -0.690 -0.600
N 1.202 0.803 0.570
N 0.433 0.198 -0.419
O -1.618 -0.313 0.787
H -1.610 0.601 -0.985
H -1.073 -1.132 -1.058
H 1.283 1.799 0.725
H -1.201 -1.040 1.274

---

10
Properties=species:S:1:pos:R:3 method="wB97M-V/def2-TZVPD" e_homo_ev=-8.42 smiles="[S-][N+]1=NCNN1" spin_multiplicity=1
S 3.924 0.019 -0.002
N 1.847 -0.048 0.001
N 1.251 -1.129 -0.011
C -0.168 -0.845 0.025
N -0.280 0.628 -0.064
N 1.092 1.053 -0.082
H -0.660 -1.372 -0.797
H -0.575 -1.212 0.977
H -0.699 0.912 -0.949
H 1.330 1.830 0.526

---

10
Properties=species:S:1:pos:R:3 method="wB97M-V/def2-TZVPD" e_homo_ev=-17.35 smiles=C[n+]1nnn[nH]1 spin_multiplicity=1 charge=+1
C -0.386 -0.512 -0.031
N 1.042 -0.331 0.129
N 1.686 0.244 0.941
N 2.931 0.471 0.622
N 3.183 -0.036 -0.528
N 2.128 -0.515 -1.032
H -0.814 0.457 -0.239
H -0.521 -1.285 -0.773
H -0.866 -0.950 0.941
H 2.035 -1.106 -1.920

---

11
Properties=species:S:1:pos:R:3 method="wB97M-V/def2-TZVPD" e_homo_ev=-8.87 smiles="[H]/N=c1/[nH]nnn1N" spin_multiplicity=1
H -0.047 -0.775 -2.290
N -0.751 -0.265 -1.582
C -0.513 0.114 -0.375
N -1.554 0.274 0.546
N -1.017 0.656 1.716
N 0.201 0.493 1.730
N 0.560 0.249 0.521
N 1.701 -0.533 0.157
H -2.528 1.005 0.361
H 2.388 0.268 -0.268
H 1.559 -1.485 -0.517

---

7
Properties=species:S:1:pos:R:3 method="wB97M-V/def2-TZVPD" e_homo_ev=-2.55 smiles=NC[O-] spin_multiplicity=1 charge=-1
N 0.505 0.941 0.089
C -0.535 -0.449 -0.107
O -0.572 -0.980 -1.264
H 1.189 0.795 -0.620
H 0.995 0.591 0.916
H -1.438 0.102 0.204
H -0.145 -1.000 0.781

---

8
Properties=species:S:1:pos:R:3 method="wB97M-V/def2-TZVPD" e_homo_ev="-16.22 / -16.22" spin_multiplicity=1 charge=+1
C 0.886 0.233 -0.173
N -2.337 0.748 0.106
O -0.130 -0.743 -0.113
O -1.977 -0.224 0.438
H 1.537 0.226 0.699
H 0.412 1.215 -0.289
H 1.469 0.056 -1.087
H 0.139 -1.509 0.419

---

For each record above, in turn, the calculated relative energy (zero: lowest compared OMol25 entry of this formula, charge and spin) values are 2.009, 0.817, 2.221, 2.357, 4.528, 0.179, 3.191, 7.090, 1.513, 0.078, 2.678, 3.894, 6.920, 0.591, 2.750, 3.328, 3.209, 3.172, 0.503, 4.557 eV.
For each record above, in turn, the calculated electronic energy values are -24197.3299, -14916.7875, -14915.3839, -14915.2471, -25747.9621, -11953.6676, -5561.6944, -7605.9185, -9655.4497, -14860.6680, -14858.0688, -14856.8520, -7056.0647, -9107.5987, -9105.4405, -17892.9382, -8540.4904, -10037.1522, -4638.4947, -6675.3371 eV.